Entry from OMol25: C6H6O2 as an isolated structure at a distorted geometry (wB97M-V/def2-TZVPD).

Last column: Löwdin charge in e.
Element x y z (Å)
C  1.147392  -0.837938  0.121776  -0.261
O  -0.473905  1.263228  0.263787  -0.095
C  -1.727344  0.432791  0.065171  -0.114
H  1.969330  2.766582  -0.453069  0.146
H  0.050348  -2.701038  -0.627224  0.131
O  2.232224  -1.344056  0.332706  0.069
C  -0.210198  -1.644764  -0.286119  0.018
C  1.772932  1.527082  -0.257429  0.033
C  0.772464  0.763318  0.078765  -0.346
H  -2.251613  -1.621334  0.012972  0.124
C  -1.312230  -0.977196  0.064412  -0.156
H  -2.409885  0.809674  -0.766113  0.139
H  2.745436  0.994598  0.127431  0.096
H  -2.304950  0.569053  1.322938  0.216

Forces on the atoms, in the same order (eV/Å):
-2.2 0.4 -1.1
-2.4 -0.5 -0.9
1.6 1.5 5.3
-1.4 -3.9 0.6
-1.3 1.3 1.0
-1.9 1.1 -0.3
4.2 1.1 1.3
4.9 3.1 1.1
-0.3 -2.1 0.1
1.0 0.7 0.0
-3.2 -3.0 -2.5
1.2 -0.6 1.2
-1.5 1.1 -1.6
1.3 -0.1 -4.2

* charge: 0
* energy above the lowest of the compared OMol25 structures with the same formula, charge and spin: 426.8 kJ/mol
* LUMO energy: 0.21 eV
* electronic energy: -10408.986 eV